w) Below is C29H21N4O4Pd as an isolated structure, with properties calculated with wB97M-V/def2-TZVPD.

Total charge: +1
Frontier orbital gap in eV: 5.3

Last column: natural (NBO) charge in e.
CARTESIAN COORDINATES (ANGSTROEM)
Pd: -1.41823 -0.01511 -1.66960  1.120
O: -2.09002 -1.83547 -2.68688  -0.567
C: -1.28651 -2.65881 -3.13903  0.519
C: -1.70171 -4.03056 -3.33555  -0.293
C: -0.84426 -4.94381 -3.82059  -0.098
C: 0.52414 -4.60941 -4.17335  -0.189
C: 0.97959 -3.35997 -4.03478  -0.163
C: 0.11942 -2.30454 -3.51741  -0.115
C: 0.63308 -1.06061 -3.49093  0.064
N: -0.03030 0.10829 -3.05923  -0.132
N: 0.36249 1.15408 -3.60115  -0.140
C: -0.38383 2.32953 -3.17059  0.616
O: -1.44919 2.18764 -2.60024  -0.550
C: 0.22328 3.60505 -3.51875  -0.136
C: -0.43549 4.77242 -3.11915  -0.153
C: 0.11202 6.00224 -3.42076  -0.208
C: 1.31446 6.07230 -4.11845  -0.136
C: 1.97102 4.91547 -4.51678  -0.216
C: 1.43044 3.67729 -4.22131  -0.161
H: -2.71998 -4.27144 -3.06532  0.252
H: -1.17237 -5.96645 -3.95464  0.239
H: 1.16755 -5.39128 -4.55140  0.242
H: 1.99485 -3.09447 -4.29773  0.232
H: 1.62206 -0.85306 -3.88202  0.239
H: -1.36759 4.69252 -2.57709  0.242
H: -0.39145 6.90917 -3.11625  0.234
H: 1.74151 7.03803 -4.35426  0.231
H: 2.90329 4.98044 -5.06046  0.232
H: 1.93168 2.77390 -4.53661  0.233
O: -2.68490 -0.17922 -0.11824  -0.614
C: -1.73853 -0.23171 0.73715  0.755
N: -1.78289 -0.42799 2.04621  -0.585
C: -0.41688 -0.43070 2.58375  -0.027
C: 0.41051 -0.22070 1.26188  0.694
O: 1.60705 -0.21170 1.18164  -0.560
N: -0.50124 -0.08389 0.24439  -0.703
C: -0.22820 0.71036 3.58028  0.040
C: 0.91256 1.50196 3.60055  -0.233
C: 1.05457 2.49573 4.56166  -0.196
C: 0.06483 2.70410 5.50764  -0.200
C: -1.07375 1.91033 5.49429  -0.197
C: -1.21620 0.91850 4.53903  -0.221
C: -0.03518 -1.77509 3.19058  -0.059
C: -0.90802 -2.85436 3.20342  -0.168
C: -0.51854 -4.06103 3.77446  -0.220
C: 0.74432 -4.19671 4.32351  -0.201
C: 1.62313 -3.12020 4.30167  -0.194
C: 1.23527 -1.91528 3.74294  -0.189
H: -2.63021 -0.53877 2.57550  0.436
H: 1.69414 1.34647 2.86962  0.239
H: 1.94723 3.10716 4.56645  0.221
H: 0.17940 3.47744 6.25528  0.223
H: -1.85036 2.05721 6.23306  0.223
H: -2.10201 0.29397 4.56790  0.200
H: -1.89467 -2.77519 2.76589  0.200
H: -1.21138 -4.89218 3.78838  0.219
H: 1.04549 -5.13478 4.77035  0.222
H: 2.61282 -3.21777 4.72756  0.223
H: 1.92171 -1.07935 3.73353  0.232

---

x) Below is C29H21N4O4Pd as an isolated structure, with properties calculated with wB97M-V/def2-TZVPD.

Total charge: +1
Frontier orbital gap in eV: 5.7

Last column: natural (NBO) charge in e.
CARTESIAN COORDINATES (ANGSTROEM)
Pd: -0.29976 -0.79384 0.69310  0.982
O: -1.20410 -1.83559 -0.83334  -0.564
C: -0.58166 -2.58713 -1.60475  0.533
C: -1.30874 -3.56226 -2.37362  -0.301
C: -0.65164 -4.46042 -3.13221  -0.076
C: 0.79365 -4.47735 -3.24278  -0.208
C: 1.53074 -3.56319 -2.60251  -0.146
C: 0.89834 -2.53475 -1.78626  -0.151
C: 1.66632 -1.52985 -1.33469  0.096
N: 1.16145 -0.40024 -0.62876  -0.148
N: 1.73112 0.65248 -0.90581  -0.101
C: 1.16481 1.85131 -0.22265  0.625
O: -0.00438 1.87912 0.03767  -0.502
C: 2.15318 2.90153 0.00841  -0.142
C: 1.72560 4.03762 0.70254  -0.148
C: 2.62087 5.05328 0.96976  -0.213
C: 3.94232 4.93906 0.54816  -0.145
C: 4.36930 3.81255 -0.14019  -0.217
C: 3.47875 2.78887 -0.41444  -0.150
H: -2.38442 -3.56148 -2.27016  0.255
H: -1.21656 -5.20862 -3.67350  0.240
H: 1.26404 -5.23173 -3.85693  0.244
H: 2.60909 -3.54684 -2.69073  0.234
H: 2.72463 -1.46985 -1.55861  0.241
H: 0.69438 4.10288 1.02234  0.238
H: 2.29600 5.93544 1.50399  0.230
H: 4.64260 5.73688 0.75751  0.229
H: 5.39704 3.73308 -0.46641  0.230
H: 3.80920 1.91634 -0.95827  0.227
O: -1.42743 -1.20641 2.40476  -0.632
C: -0.48110 -0.70506 3.08269  0.766
N: -0.25167 -0.64945 4.38563  -0.582
C: 1.01645 0.06041 4.63244  -0.007
C: 1.49310 0.33604 3.16774  0.703
O: 2.52666 0.85402 2.84151  -0.569
N: 0.49855 -0.12924 2.35016  -0.657
C: 0.75039 1.34408 5.41029  -0.053
C: 1.03135 2.60681 4.91087  -0.210
C: 0.75053 3.73341 5.67714  -0.197
C: 0.19104 3.60363 6.93628  -0.196
C: -0.08303 2.33854 7.44250  -0.212
C: 0.20194 1.21689 6.68549  -0.155
C: 2.05218 -0.82373 5.31334  -0.063
C: 1.87018 -2.19342 5.45390  -0.216
C: 2.85256 -2.96810 6.05832  -0.202
C: 4.02152 -2.38020 6.51228  -0.198
C: 4.20869 -1.01195 6.36276  -0.212
C: 3.22810 -0.23536 5.76962  -0.136
H: -0.90776 -0.92799 5.09597  0.439
H: 1.48390 2.72498 3.93560  0.229
H: 0.97621 4.71543 5.28273  0.219
H: -0.02561 4.48238 7.52877  0.224
H: -0.50828 2.22903 8.43120  0.224
H: 0.02246 0.23023 7.09998  0.204
H: 0.96480 -2.66662 5.09657  0.214
H: 2.69883 -4.03278 6.17492  0.221
H: 4.78475 -2.98384 6.98498  0.223
H: 5.11932 -0.54682 6.71604  0.223
H: 3.37262 0.83154 5.66017  0.222

---

Most stable of them? x).